1.
C12H17N | ωB97M-V with the def2-TZVPD basis set

Properties
highest occupied orbital energy (spin up / spin down): -0.4812 / -0.4920 Eh
gap between HOMO and LUMO (spin up / spin down): 0.3442 / 0.2359 hartree
energy relative to the best compared isomer or geometry (same formula, charge and spin): 25.8 kcal per mole

ORCA input file:
```
! wB97M-V def2-TZVPD RIJCOSX def2/J DEFGRID3
* xyz 1 2
C 1.2957 -2.4307 1.1336
C -1.8824 -1.1771 -0.2741
C -0.5675 -1.6346 -0.4310
C -0.1041 -2.1459 0.7989
C -1.1566 -2.0270 1.7413
C -2.6417 -0.5320 -1.2683
C -1.9975 -0.3272 -2.4585
C 0.0662 -1.4466 -1.6675
C -0.6599 -0.8058 -2.6195
N -2.2234 -1.5624 1.0670
H -3.0776 -1.2771 1.5248
H -3.6880 -0.3031 -1.0644
H -1.1998 -2.0953 2.8129
H -2.2355 0.1602 -3.3874
H 1.0430 -1.8709 -1.9347
H 1.3200 -3.0489 2.0501
H 1.8379 -1.6250 1.6752
H -0.1903 -0.5289 -3.5600
H 1.8538 -2.7809 0.2867
C 1.4932 2.0445 0.3001
C 2.3390 3.3348 0.2429
C 0.0907 2.0849 0.9671
H 1.3069 1.7135 -0.7190
H 2.1045 1.2647 0.7891
H 2.3596 3.7857 1.2470
H 1.8997 3.9908 -0.4996
H -0.6907 1.9007 0.2321
H -0.0018 1.1901 1.5782
H 3.3780 3.0732 0.0714
H -0.0716 3.0764 1.3655
*
```

Results of the Löwdin charge analysis, in e, for atoms 1 through 2:
1. C 0.005
2. C -0.133

2.
C12H17N2 | ωB97M-V with the def2-TZVPD basis set

Properties
highest occupied orbital energy (spin up / spin down): -0.2698 / -0.4171 Eh
gap between HOMO and LUMO (spin up / spin down): 0.1667 / 0.1395 hartree
energy relative to the best compared isomer or geometry (same formula, charge and spin): 159.1 kcal per mole

ORCA input file:
```
! wB97M-V def2-TZVPD RIJCOSX def2/J DEFGRID3
* xyz 1 3
C -1.3068 -2.5480 -1.0232
C -0.5261 -1.7903 -0.5694
C -0.4918 2.0882 1.4512
C 0.6326 1.5064 1.9105
C 2.0468 1.4584 2.2191
C 1.1124 -0.8346 1.0755
C 1.4101 1.1544 -0.2657
C 0.0629 0.5117 -0.5833
C 1.5537 0.6298 1.0880
C -2.1846 -3.5166 -1.6777
C 2.5117 0.8432 -1.2683
C -2.4015 0.7149 0.3448
N -1.1378 1.3986 0.1980
N 0.1966 -0.7949 -0.1167
H -1.2086 2.8182 1.9273
H 2.8242 2.2212 2.0316
H 2.3428 0.8102 3.1015
H 2.0372 -1.4600 0.9280
H 0.7274 -1.0275 2.0608
H 1.2220 2.2090 -0.2817
H -0.3495 0.4357 -1.5631
H -3.1683 -3.5149 -1.1188
H -2.3284 -3.2301 -2.7270
H -1.8368 -4.5485 -1.6645
H 3.2733 1.5676 -1.4721
H 2.3755 0.5393 -2.3340
H 3.0350 0.0597 -0.8413
H -3.0676 0.9358 1.2124
H -3.1277 0.9993 -0.5115
H -2.2172 -0.3419 0.3875
H -1.3650 2.1554 -0.5041
*
```

Results of the Löwdin charge analysis, in e, for atoms 1 through 2:
1. C 0.071
2. C 0.028

3.
C12H17N3 | ωB97M-V with the def2-TZVPD basis set

Properties
highest occupied orbital energy: -0.5661 Eh
gap between HOMO and LUMO: 0.2580 hartree
energy relative to the best compared isomer or geometry (same formula, charge and spin): 35.7 kcal per mole

ORCA input file:
```
! wB97M-V def2-TZVPD RIJCOSX def2/J DEFGRID3
* xyz 2 1
C 0.7198 1.3388 -2.3831
C 1.4218 2.3999 -1.7925
C -0.1560 0.5867 -1.6208
C 0.9930 2.8178 -0.4643
C -0.5265 0.9052 -0.3739
C -0.0221 2.1060 0.2061
C -0.9547 -2.2861 -0.0056
C -1.8705 -1.2691 0.2361
C 1.4271 -1.5013 0.3792
C 0.4271 -2.3194 -0.1662
C -1.7719 0.1543 0.2241
C -0.1920 2.7705 1.6372
N -2.8070 0.9441 0.5634
N 1.2188 -0.4313 1.1781
N 0.9082 -3.5951 -0.7428
H 1.2257 1.1166 -3.3347
H 2.2004 2.9873 -2.3280
H -0.6125 -0.1301 -2.1374
H 1.3309 3.7040 0.0026
H -1.4744 -3.2221 -0.2064
H -2.9313 -1.6545 0.3097
H 2.4713 -1.8204 0.2173
H -0.2329 3.8162 1.5131
H -0.8126 2.2249 2.3246
H 0.7544 2.7084 2.2089
H -3.6711 0.6230 0.9607
H -2.7966 1.9298 0.4506
H 0.3108 -0.1021 1.5463
H 2.1102 -0.1099 1.5899
H 0.1536 -3.8369 -1.4845
H 1.1588 -4.3552 -0.0746
H 1.7738 -3.6503 -1.2529
*
```

Results of the Löwdin charge analysis, in e, for atoms 1 through 2:
1. C -0.036
2. C 0.004

Largest force on an atom in hartree/bohr, matching the order above: 0.058 0.111 0.084